# 1
Molecular formula: C3H6N2
Method: DFT, ωB97M-V/def2-TZVPD

LUMO	-0.5	eV
orbital gap	8.6993	eV
calculated total energy	-6185.30826	eV
relative energy (zero: lowest compared OMol25 entry of this formula, charge and spin)	312.29	kJ/mol
HOMO	-9.185	eV

The geometry in ORCA input format:
```
! RIJCOSX wB97M-V def2-TZVPD def2/J DEFGRID3
* xyz 0 1
C 1.72576 -1.67375 -1.31224
C 0.59369 0.22978 0.87763
C 0.22956 0.22082 -0.60448
N 2.51175 -2.51266 -1.53672
N -1.04349 -0.10883 -0.96185
H -0.36314 0.33036 1.25106
H 1.10758 1.14073 1.23473
H 1.20561 -0.52160 1.26190
H 0.82250 0.59520 -1.34884
H -1.57755 -0.57169 -0.29852
H -1.27078 -0.25230 -1.90276
*
```


# 2
Molecular formula: C3H6N2
Method: DFT, ωB97M-V/def2-TZVPD

LUMO (alpha / beta)	0.0 / 0.0	eV
orbital gap (alpha / beta)	8.4273 / 8.4764	eV
calculated total energy	-6181.71463	eV
relative energy (zero: lowest compared OMol25 entry of this formula, charge and spin)	659.02	kJ/mol
HOMO (alpha / beta)	-8.444 / -8.523	eV

The geometry in ORCA input format:
```
! RIJCOSX wB97M-V def2-TZVPD def2/J DEFGRID3
* xyz 0 1
C 2.70681 -0.35477 0.25068
C -1.21326 -0.90653 0.24360
C -2.24767 0.26250 0.02167
N 1.73274 0.30191 -0.24469
N 0.81567 0.88999 -0.56335
H 2.96319 0.26308 1.08668
H 3.30165 -1.08823 -0.29221
H -0.61376 -1.02007 -0.66722
H -3.30002 0.02858 0.29011
H -2.20657 0.65450 -0.94846
H -1.93878 0.96906 0.82318
*
```


# 3
Molecular formula: C3H6N2
Method: DFT, ωB97M-V/def2-TZVPD

LUMO	0.3	eV
orbital gap	7.6242	eV
calculated total energy	-6183.34320	eV
relative energy (zero: lowest compared OMol25 entry of this formula, charge and spin)	501.89	kJ/mol
HOMO	-7.343	eV

The geometry in ORCA input format:
```
! RIJCOSX wB97M-V def2-TZVPD def2/J DEFGRID3
* xyz 0 1
C -1.19795 -0.04757 0.37005
N -0.27314 1.57354 0.51866
N 1.30343 -1.44313 -0.86398
C 1.29373 -0.17667 -0.42299
C 0.04316 0.34286 -0.16689
H -0.29300 2.45735 0.01642
H -0.08789 1.67160 1.50611
H 2.18038 -1.89854 -1.04991
H 0.47341 -1.99916 -1.07401
H -2.14982 0.37224 0.05828
H -1.29230 -0.85254 1.10827
*
```


Copy entry 1 word for word.
Molecular formula: C3H6N2
Method: DFT, ωB97M-V/def2-TZVPD

LUMO	-0.5	eV
orbital gap	8.6993	eV
calculated total energy	-6185.30826	eV
relative energy (zero: lowest compared OMol25 entry of this formula, charge and spin)	312.29	kJ/mol
HOMO	-9.185	eV

The geometry in ORCA input format:
```
! RIJCOSX wB97M-V def2-TZVPD def2/J DEFGRID3
* xyz 0 1
C 1.72576 -1.67375 -1.31224
C 0.59369 0.22978 0.87763
C 0.22956 0.22082 -0.60448
N 2.51175 -2.51266 -1.53672
N -1.04349 -0.10883 -0.96185
H -0.36314 0.33036 1.25106
H 1.10758 1.14073 1.23473
H 1.20561 -0.52160 1.26190
H 0.82250 0.59520 -1.34884
H -1.57755 -0.57169 -0.29852
H -1.27078 -0.25230 -1.90276
*
```


- What is the calculated total energy in the third record?
  -6183.34320 eV


- Which of these has the highest calculated total energy?
  number 2